{"formula": "C6H6ClF3N2", "method": "ωB97M-V/def2-TZVPD", "de_lowest_kcal_mol": 0.0, "homo_energy_ha": -0.29297, "total_energy_ev": -29972.889, "smiles": "[H]/N=C(\\Cl)[C@H](F)/C(N)=C(F)\\C=C\\F", "elements": ["C", "C", "C", "C", "C", "C", "N", "N", "F", "F", "F", "Cl", "H", "H", "H", "H", "H", "H"], "positions_angstrom": [[2.17668, 0.24318, -0.29232], [1.01413, 1.08266, -0.24672], [-0.27174, 0.94403, 0.16438], [2.30043, -1.07723, -0.17713], [-0.86330, -0.29300, 0.79438], [-1.68859, -1.13612, -0.16003], [-1.16519, 1.97731, 0.02877], [-1.47024, -2.35352, -0.25585], [1.31241, 2.34953, -0.69544], [3.52106, -1.63325, -0.23799], [-1.71115, 0.10685, 1.81630], [-2.90113, -0.24698, -1.04944], [3.09237, 0.79461, -0.47554], [1.51949, -1.81285, -0.05182], [-0.09740, -0.92246, 1.25918], [-0.77421, 2.87688, -0.20197], [-1.94323, 1.99257, 0.66974], [-2.05038, -2.89222, -0.88848]], "atomic_forces_ev_per_a": [[0.43, -0.61, -0.01], [-1.11, 0.17, 0.36], [0.71, -0.03, 0.05], [-0.32, 0.42, -0.08], [0.56, 0.09, -0.15], [0.13, 0.27, 0.01], [-0.13, 0.51, -0.06], [0.42, -0.63, 0.22], [-0.05, -0.16, -0.09], [0.09, -0.07, 0.04], [-0.26, 0.15, 0.20], [-0.28, -0.25, -0.09], [0.03, -0.01, 0.08], [-0.06, -0.04, -0.03], [-0.09, 0.02, -0.31], [-0.04, -0.08, 0.08], [0.15, 0.01, -0.05], [-0.18, 0.25, -0.18]]}

---

{"formula": "C39H38N5P2SSeV", "method": "ωB97M-V/def2-TZVPD", "total_charge": 2, "de_lowest_kcal_mol": 5.5, "homo_energy_ha": [-0.46250, -0.46249], "total_energy_ev": -168946.915, "multiplicity": 3, "elements": ["V", "N", "C", "C", "C", "C", "C", "N", "C", "C", "C", "C", "C", "N", "H", "H", "H", "H", "H", "H", "H", "H", "H", "C", "S", "C", "C", "C", "N", "P", "C", "C", "C", "C", "C", "C", "C", "C", "C", "C", "C", "C", "P", "C", "C", "C", "C", "C", "C", "C", "C", "C", "C", "C", "C", "H", "H", "H", "H", "H", "H", "H", "H", "H", "H", "H", "H", "H", "H", "H", "H", "H", "H", "H", "H", "H", "H", "H", "H", "H", "H", "H", "H", "H", "Se", "C", "N"], "positions_angstrom": [[-0.21496, 0.12351, 0.87088], [2.36996, -0.19652, 2.98710], [2.77366, -0.11056, 1.66501], [4.14972, -0.19947, 1.40512], [4.58566, -0.12604, 0.10750], [3.65302, 0.02846, -0.92273], [2.33166, 0.11255, -0.58377], [1.88294, 0.05884, 0.69397], [1.13401, -0.33994, 3.57854], [1.11370, -0.61432, 4.95563], [-0.09018, -0.77306, 5.59036], [-1.27490, -0.65303, 4.85770], [-1.17848, -0.37784, 3.52445], [0.00577, -0.21864, 2.87395], [3.13481, -0.32413, 3.63145], [4.84539, -0.33662, 2.22172], [5.64244, -0.19820, -0.11088], [3.95131, 0.07683, -1.95890], [1.56751, 0.22417, -1.34260], [2.04602, -0.71194, 5.49466], [-0.11406, -0.99412, 6.64898], [-2.24594, -0.77109, 5.31446], [-2.06802, -0.26662, 2.91550], [-3.97363, 7.19768, 1.04670], [-3.37853, 6.62385, -0.55172], [-3.61663, 4.84801, -0.32939], [-3.30686, 4.13664, -1.63920], [-3.29780, 2.61682, -1.54117], [-2.44996, 2.08833, -0.43378], [-2.69806, 0.47947, 0.12479], [-4.13467, 0.48920, 1.20773], [-4.87579, 1.64096, 1.45375], [-5.96823, 1.59190, 2.31057], [-6.31845, 0.39694, 2.91917], [-5.57944, -0.75553, 2.67718], [-4.48873, -0.71231, 1.82602], [-3.16610, -0.48030, -1.32900], [-2.19071, -0.75421, -2.29123], [-2.52510, -1.41986, -3.45712], [-3.83769, -1.82471, -3.66876], [-4.81213, -1.55543, -2.72076], [-4.48212, -0.88014, -1.55474], [-0.75079, 2.19208, -0.32839], [-0.05981, 3.49280, -1.33255], [0.31970, 3.17324, -2.63717], [0.76433, 4.17224, -3.48777], [0.83399, 5.48192, -3.03139], [0.46500, 5.79964, -1.72955], [0.01623, 4.81004, -0.87394], [-0.47094, 2.63167, 1.42578], [0.85715, 2.78718, 1.84485], [1.14290, 3.06489, 3.17239], [0.10832, 3.17886, 4.09142], [-1.21452, 3.04530, 3.68153], [-1.50678, 2.78152, 2.35411], [-3.87377, 8.28089, 1.06143], [-3.38223, 6.78457, 1.86354], [-5.02451, 6.94691, 1.18342], [-4.64991, 4.65649, -0.02592], [-2.95790, 4.49008, 0.46788], [-2.34891, 4.48577, -2.02493], [-4.05008, 4.41508, -2.38942], [-2.98334, 2.17860, -2.49212], [-4.30386, 2.23999, -1.34385], [-4.60565, 2.57667, 0.97835], [-6.54816, 2.48617, 2.49479], [-7.17288, 0.35960, 3.58136], [-5.86118, -1.68850, 3.14625], [-3.92651, -1.62042, 1.62854], [-1.15864, -0.46112, -2.12751], [-1.76493, -1.63694, -4.19509], [-4.09840, -2.35461, -4.57491], [-5.83316, -1.87024, -2.88805], [-5.25296, -0.67165, -0.82411], [0.25809, 2.15023, -2.99328], [1.05484, 3.93200, -4.50109], [1.17707, 6.26299, -3.69642], [0.50932, 6.82394, -1.38690], [-0.29126, 5.06794, 0.13174], [1.66329, 2.72742, 1.12165], [2.16811, 3.20784, 3.48795], [0.33061, 3.39583, 5.12804], [-2.01912, 3.16073, 4.39560], [-2.53715, 2.69832, 2.03214], [-0.73969, -4.26612, -0.91498], [-0.50344, -2.71133, -0.23638], [-0.34478, -1.62672, 0.23739]], "atomic_forces_ev_per_a": [[-0.04, -0.05, -0.20], [0.03, 0.00, 0.06], [0.09, -0.01, 0.07], [-0.15, 0.01, -0.01], [0.01, 0.00, -0.05], [0.01, 0.01, 0.04], [0.04, -0.03, 0.00], [0.01, 0.05, -0.08], [0.12, -0.01, 0.01], [-0.08, 0.02, -0.11], [0.02, -0.01, 0.02], [-0.01, 0.00, -0.03], [-0.01, 0.00, 0.05], [-0.19, 0.08, 0.25], [0.00, 0.01, -0.02], [0.00, 0.00, 0.01], [0.00, 0.00, -0.02], [0.02, 0.00, 0.00], [0.00, 0.00, 0.01], [0.01, 0.00, 0.00], [-0.02, 0.00, 0.00], [0.00, -0.01, 0.02], [0.03, -0.01, 0.01], [-0.03, 0.01, 0.06], [0.04, 0.00, -0.02], [-0.03, -0.05, -0.01], [0.03, 0.00, -0.03], [0.03, 0.13, 0.11], [0.09, -0.32, -0.29], [0.09, -0.10, 0.05], [-0.03, 0.05, -0.02], [-0.02, 0.03, 0.04], [0.06, 0.02, -0.04], [-0.02, -0.03, 0.03], [-0.05, 0.01, 0.03], [0.04, -0.02, -0.02], [-0.08, -0.02, -0.05], [0.05, 0.00, -0.01], [-0.04, 0.01, 0.01], [0.02, -0.01, -0.02], [0.00, -0.01, -0.01], [0.01, -0.01, 0.05], [-0.05, 0.25, 0.55], [-0.07, -0.05, -0.06], [0.01, -0.02, -0.05], [0.00, 0.00, 0.02], [0.00, 0.00, -0.01], [0.00, 0.03, -0.02], [0.00, -0.04, 0.02], [0.02, 0.28, -0.21], [0.08, 0.01, 0.02], [0.01, -0.02, 0.00], [-0.05, -0.01, 0.00], [0.03, -0.01, 0.01], [-0.01, -0.09, -0.02], [0.01, 0.00, -0.03], [0.01, -0.01, -0.01], [0.00, -0.01, -0.01], [-0.01, 0.02, 0.00], [0.00, 0.03, 0.02], [0.01, 0.02, -0.02], [-0.01, -0.03, 0.00], [0.00, 0.02, 0.00], [0.00, 0.03, 0.00], [-0.01, -0.03, 0.02], [-0.01, 0.00, 0.00], [0.00, 0.00, 0.00], [0.00, -0.01, 0.00], [0.01, 0.01, -0.02], [-0.03, 0.00, 0.01], [0.01, 0.00, 0.00], [0.00, 0.00, 0.00], [0.00, 0.00, 0.00], [0.01, 0.01, 0.00], [-0.01, 0.00, 0.01], [0.00, 0.00, -0.01], [0.00, 0.01, 0.00], [0.01, 0.01, 0.01], [-0.02, -0.02, 0.00], [0.00, 0.01, 0.00], [0.00, 0.00, -0.01], [0.00, 0.00, 0.01], [0.00, 0.00, 0.01], [0.04, -0.01, 0.01], [-0.01, -0.01, -0.03], [-0.01, -0.03, 0.06], [-0.02, -0.06, -0.19]]}

---

{"formula": "C5H11NO2", "method": "ωB97M-V/def2-TZVPD", "de_lowest_kcal_mol": 77.8, "homo_energy_ha": -0.32780, "total_energy_ev": -10945.894, "smiles": "CN[C@H](CO)CC=O", "elements": ["C", "N", "C", "C", "C", "O", "C", "O", "H", "H", "H", "H", "H", "H", "H", "H", "H", "H", "H"], "positions_angstrom": [[-0.14894, -1.35174, 2.00546], [0.76131, -0.55135, 1.11008], [0.29114, 0.23720, -0.01833], [-0.57165, -0.33837, -1.20963], [0.40969, -0.84457, -2.29477], [0.19171, -0.62578, -3.45925], [-0.26666, 1.55922, 0.46334], [-0.39773, 2.51985, -0.62737], [0.13131, -2.44344, 2.06605], [-1.23514, -1.30773, 1.56222], [-0.11575, -0.89996, 3.13184], [1.62814, -1.11272, 0.90764], [1.19719, 0.72312, -0.77620], [-1.19264, 0.57153, -1.50330], [-1.29277, -1.14592, -0.90288], [1.24615, -1.41531, -1.91560], [0.27410, 1.98507, 1.35289], [-1.33715, 1.40675, 0.79005], [0.42769, 3.03415, -0.68223]], "atomic_forces_ev_per_a": [[-1.12, 1.10, 0.43], [1.49, -1.85, 0.03], [2.03, 1.43, -2.51], [-0.38, 0.43, 1.15], [-2.90, 1.06, -0.04], [0.78, -0.34, 0.17], [-1.95, 0.99, 0.53], [0.73, -0.26, 0.88], [-0.14, 1.23, -0.17], [1.90, -0.04, 1.15], [-0.32, -1.08, -2.74], [-1.48, 1.04, 0.12], [-1.33, -1.67, 2.70], [0.87, -1.48, -0.42], [0.75, 0.53, -0.21], [0.79, -0.36, 0.03], [-0.20, -0.52, -1.01], [0.94, 0.15, -0.10], [-0.46, -0.38, 0.02]]}